Molecular formula: C5H9AgO6
Method: DFT, ωB97M-V with the def2-TZVPD basis set

Last column: Mulliken spin population.
CARTESIAN COORDINATES (ANGSTROEM)
H (-1.043, -0.832, -2.789)  0.00
C (-0.517, -0.671, -1.837)  0.00
C (-0.878, -1.764, -0.848)  0.00
O (0.215, -2.682, -0.855)  0.00
C (0.279, -3.562, 0.130)  0.00
O (-0.534, -3.682, 1.015)  0.00
O (1.477, -4.133, 0.116)  0.00
Ag (0.489, 2.473, -1.610)  0.00
O (-0.872, 0.615, -1.398)  0.01
H (0.553, -0.716, -2.088)  0.00
H (-1.799, -2.284, -1.143)  0.00
H (-1.020, -1.355, 0.162)  0.00
H (1.648, -4.527, 0.982)  0.00
C (0.051, 2.418, 1.875)  0.01
C (0.938, 3.570, 2.512)  0.13
O (1.443, 3.426, 3.577)  0.14
O (-0.158, 2.629, 0.585)  0.63
H (-0.857, 2.300, 2.488)  0.01
H (1.062, 4.462, 1.863)  0.02
H (0.760, 1.574, 2.064)  0.04
H (-1.381, 0.695, -0.490)  0.00

## Properties
spin multiplicity: 2
calculated total energy: -21604.5591 eV
HOMO (spin up / spin down): -0.501 / -0.501 hartree
net charge: +1
LUMO level (spin up / spin down): -5.2 / -7.1 eV
Kohn-Sham gap (spin up / spin down): 8.42 / 6.50 eV